<P>
The following is a DFT calculation (ωB97M-V/def2-TZVPD) of 9 unconnected molecules or ions with the total composition C35H83O17P.

Bonds (Å) are listed after each position.
Positions of all 136 atoms, in Å:
1 P 4.857 -10.809 38.933  O2 1.585, O3 1.571, O7 1.582, O9 1.462
2 O 5.482 -11.539 37.674  P1 1.585, C27 1.444
3 O 5.447 -9.354 38.884  P1 1.571, C46 1.426
4 O 10.937 -5.734 33.425  C19 1.417, C47 1.410
5 O 8.372 -2.555 39.569  C37 1.437, C42 1.402
6 O 7.712 -4.107 31.281  C24 1.404, C35 1.384
7 O 3.376 -10.565 38.433  P1 1.582, C39 1.426
8 O 14.998 -5.917 38.122  C33 1.444, C49 1.413
9 O 4.987 -11.501 40.214  P1 1.462
10 O 9.563 -7.942 33.065  C30 1.399, C51 1.412
11 O 10.030 -12.256 36.226  C23 1.439, C41 1.422
12 O 5.324 -6.160 33.707  C26 1.408, C45 1.422
13 O 5.215 0.980 38.898  C22 1.438, C43 1.397
14 O 6.445 -2.020 32.663  C32 1.395, C36 1.416
15 O 6.065 -2.957 41.513  C40 1.391, C53 1.417
16 O 0.285 -9.916 36.344  C38 1.426, C48 1.417
17 O 4.793 -0.567 36.678  C21 1.398, C25 1.407
18 O 7.519 -5.924 35.694  C20 1.412, C52 1.399
19 C 11.620 -4.494 33.361  O4 1.417, H57 1.094, H72 1.100, H110 1.093
20 C 8.750 -6.585 35.899  O18 1.412, H60 1.099, H74 1.087, H114 1.098
21 C 4.735 -0.688 35.286  O17 1.398, H78 1.110, H86 1.095, H105 1.091
22 C 6.233 0.041 38.513  O13 1.438, C25 1.492, H90 1.088, H107 1.096
23 C 11.012 -12.075 37.261  O11 1.439, C50 1.524, H109 1.089, H120 1.093
24 C 8.589 -5.124 30.871  O6 1.404, H97 1.085, H101 1.101, H126 1.096
25 C 6.117 -0.291 37.063  O17 1.407, C22 1.492, H73 1.102, H118 1.111
26 C 6.155 -5.038 33.887  O12 1.408, C52 1.487, H80 1.106, H87 1.087
27 C 6.872 -11.931 37.707  O2 1.444, H64 1.087, H81 1.087, H99 1.092
28 C 13.071 -7.288 38.277  C29 1.529, C33 1.523, H100 1.096, H129 1.088
29 C 12.701 -5.911 37.724  C28 1.529, C49 1.517, H54 1.089, H75 1.090
30 C 10.848 -7.933 32.511  O10 1.399, C47 1.507, H55 1.110, H66 1.104
31 C 10.434 -9.915 36.318  C41 1.543, C50 1.537, H96 1.093, H127 1.098
32 C 7.740 -1.890 32.162  O14 1.395, C35 1.522, H70 1.101, H117 1.092
33 C 14.469 -7.055 38.837  O8 1.444, C28 1.523, H76 1.095, H94 1.090
34 C 1.309 -9.942 34.252  C38 1.524, C44 1.531, H102 1.089, H103 1.097
35 C 8.083 -2.805 30.995  O6 1.384, C32 1.522, H71 1.101, H121 1.099
36 C 5.411 -1.695 31.752  O14 1.416, H58 1.097, H83 1.096, H133 1.088
37 C 7.818 -3.752 40.139  O5 1.437, C40 1.506, H67 1.099, H98 1.091
38 C 0.381 -10.725 35.174  O16 1.426, C34 1.524, H63 1.093, H128 1.090
39 C 2.526 -11.700 38.275  O7 1.426, H68 1.093, H122 1.093, H131 1.085
40 C 6.329 -3.613 40.316  O15 1.391, C37 1.506, H125 1.100, H132 1.093
41 C 9.954 -11.081 35.429  O11 1.422, C31 1.543, H104 1.088, H136 1.092
42 C 8.793 -1.640 40.544  O5 1.402, H91 1.090, H106 1.095, H115 1.095
43 C 5.382 2.293 38.449  O13 1.397, H59 1.099, H88 1.099, H95 1.097
44 C 0.896 -8.504 34.576  C34 1.531, C48 1.531, H92 1.093, H119 1.088
45 C 4.406 -6.484 34.744  O12 1.422, H112 1.090, H123 1.109, H134 1.093
46 C 5.428 -8.628 37.657  O3 1.426, H82 1.091, H85 1.089, H124 1.090
47 C 11.713 -6.880 33.155  O4 1.410, C30 1.507, H56 1.100, H79 1.093
48 C 0.848 -8.638 36.101  O16 1.417, C44 1.531, H62 1.089, H69 1.100
49 C 14.051 -5.537 37.145  O8 1.413, C29 1.517, H108 1.091, H111 1.101
50 C 11.029 -10.582 37.569  C23 1.524, C31 1.537, H77 1.096, H113 1.089
51 C 8.644 -8.740 32.348  O10 1.412, H61 1.093, H93 1.095, H116 1.099
52 C 7.503 -5.413 34.392  O18 1.399, C26 1.487, H65 1.108, H84 1.103
53 C 4.699 -2.599 41.625  O15 1.417, H89 1.095, H130 1.090, H135 1.094
54 H 12.441 -5.259 38.557  C29 1.089
55 H 10.768 -7.763 31.416  C30 1.110
56 H 12.102 -7.262 34.111  C47 1.100
57 H 11.023 -3.769 32.800  C19 1.094
58 H 5.616 -0.736 31.260  C36 1.097
59 H 5.625 2.973 39.277  C43 1.099
60 H 9.580 -5.976 35.514  C20 1.099
61 H 8.573 -8.433 31.302  C51 1.093
62 H 0.263 -7.848 36.571  C48 1.089
63 H 0.887 -11.654 35.447  C38 1.093
64 H 7.410 -11.372 36.945  C27 1.087
65 H 8.155 -4.521 34.313  C52 1.108
66 H 11.310 -8.935 32.556  C30 1.104
67 H 8.320 -3.932 41.100  C37 1.099
68 H 1.843 -11.851 39.114  C39 1.093
69 H 1.880 -8.577 36.477  C48 1.100
70 H 7.910 -0.847 31.854  C32 1.101
71 H 7.562 -2.470 30.084  C35 1.101
72 H 11.738 -4.058 34.364  C19 1.100
73 H 6.840 -1.051 36.724  C25 1.102
74 H 8.937 -6.779 36.952  C20 1.087
75 H 11.992 -5.891 36.897  C29 1.090
76 H 14.450 -6.671 39.862  C33 1.095
77 H 12.051 -10.250 37.782  C50 1.096
78 H 4.970 0.281 34.798  C21 1.110
79 H 12.547 -6.648 32.488  C47 1.093
80 H 5.595 -4.319 34.512  C26 1.106
81 H 6.918 -12.997 37.505  C27 1.087
82 H 6.434 -8.287 37.403  C46 1.091
83 H 5.273 -2.469 30.987  C36 1.096
84 H 7.912 -6.122 33.651  C52 1.103
85 H 4.808 -7.744 37.802  C46 1.089
86 H 5.433 -1.442 34.907  C21 1.095
87 H 6.286 -4.426 32.999  C26 1.087
88 H 4.443 2.690 38.039  C43 1.099
89 H 4.463 -1.723 41.012  C53 1.095
90 H 6.041 -0.760 39.224  C22 1.088
91 H 8.865 -0.654 40.084  C42 1.090
92 H -0.107 -8.320 34.181  C44 1.093
93 H 7.669 -8.587 32.822  C51 1.095
94 H 15.115 -7.930 38.780  C33 1.090
95 H 6.124 2.378 37.646  C43 1.097
96 H 11.002 -9.152 35.779  C31 1.093
97 H 8.151 -6.094 31.084  C24 1.085
98 H 8.092 -4.565 39.465  C37 1.091
99 H 7.324 -11.735 38.682  C27 1.092
100 H 13.123 -7.954 37.408  C28 1.096
101 H 9.503 -5.101 31.486  C24 1.101
102 H 1.321 -10.227 33.200  C34 1.089
103 H 2.339 -10.056 34.609  C34 1.097
104 H 8.911 -10.905 35.175  C41 1.088
105 H 3.727 -0.857 34.906  C21 1.091
106 H 9.763 -1.945 40.949  C42 1.095
107 H 7.171 0.543 38.774  C22 1.096
108 H 14.152 -4.468 36.950  C49 1.091
109 H 10.656 -12.691 38.085  C23 1.089
110 H 12.619 -4.587 32.928  C19 1.093
111 H 14.246 -6.067 36.200  C49 1.101
112 H 4.111 -7.528 34.645  C45 1.090
113 H 10.495 -10.319 38.481  C50 1.089
114 H 8.726 -7.492 35.281  C20 1.098
115 H 8.039 -1.525 41.330  C42 1.095
116 H 8.848 -9.808 32.508  C51 1.099
117 H 8.423 -2.131 32.979  C32 1.092
118 H 6.422 0.618 36.501  C25 1.111
119 H 1.617 -7.792 34.181  C44 1.088
120 H 11.969 -12.445 36.882  C23 1.093
121 H 9.158 -2.719 30.781  C35 1.099
122 H 3.058 -12.652 38.205  C39 1.093
123 H 3.478 -5.890 34.616  C45 1.109
124 H 5.035 -9.168 36.795  C46 1.090
125 H 5.968 -3.021 39.461  C40 1.100
126 H 8.880 -4.977 29.825  C24 1.096
127 H 9.620 -9.291 36.709  C31 1.098
128 H -0.591 -10.921 34.723  C38 1.090
129 H 12.390 -7.713 39.011  C28 1.088
130 H 4.520 -2.338 42.669  C53 1.090
131 H 1.934 -11.516 37.385  C39 1.085
132 H 5.868 -4.601 40.242  C40 1.093
133 H 4.499 -1.647 32.344  C36 1.088
134 H 4.760 -6.244 35.749  C45 1.093
135 H 4.058 -3.453 41.386  C53 1.094
136 H 10.619 -11.202 34.572  C41 1.092

Properties
**SMILES string**: COP(=O)(OC)OC.C1CCOC1.C1CCOC1.C1CCOC1.COCCOC.COCCOC.COCCOC.COCCOC.COCCOC
**HOMO-LUMO gap**: 9.71 eV
**E_HOMO**: -9.3 eV


<Q>
The following is a DFT calculation (ωB97M-V/def2-TZVPD) of 9 unconnected molecules or ions with the total composition C35H83O17P.

Bonds (Å) are listed after each position.
Positions of all 136 atoms, in Å:
1 P 9.465 -27.422 -1.365  O2 1.649, O7 1.647, O12 1.685, O15 1.487
2 O 8.428 -27.737 -2.608  P1 1.649, C26 1.424
3 O 24.392 -21.333 -5.872  C25 1.410, C38 1.412
4 O 18.700 -14.312 -3.964  C33 1.434, C45 1.455
5 O 17.283 -32.151 1.582  C28 1.400, C47 1.462
6 O 15.001 -15.010 2.412  C37 1.439, C40 1.442
7 O 10.765 -28.400 -1.627  P1 1.647, C20 1.440
8 O 21.571 -23.029 -0.088  C41 1.427, C48 1.398
9 O 15.376 -12.172 2.915  C19 1.431, C49 1.442
10 O 11.775 -20.937 -6.372  C27 1.439, C39 1.419
11 O 16.348 -24.532 0.618  C50 1.434, C52 1.441
12 O 8.687 -28.125 -0.045  P1 1.685, C34 1.377
13 O 16.148 -21.512 -1.567  C36 1.430, C43 1.365
14 O 22.430 -25.921 -0.272  C22 1.422, C24 1.412
15 O 9.899 -26.012 -1.184  P1 1.487
16 O 13.965 -22.228 6.075  C29 1.375, C31 1.439
17 O 15.514 -24.103 7.436  C21 1.423, C30 1.438
18 O 19.586 -31.902 3.369  C35 1.413, C42 1.427
19 C 14.086 -12.723 2.634  O9 1.431, C37 1.509, H72 1.090, H86 1.090
20 C 10.606 -29.818 -1.816  O7 1.440, H66 1.090, H107 1.090, H112 1.090
21 C 14.485 -24.495 6.535  O17 1.423, C29 1.568, H119 1.090, H135 1.090
22 C 21.220 -25.474 0.328  O14 1.422, C48 1.585, H91 1.090, H120 1.090
23 C 11.889 -23.237 -6.257  C27 1.501, C46 1.541, H57 1.090, H105 1.090
24 C 22.173 -27.109 -0.992  O14 1.412, H67 1.090, H68 1.090, H76 1.090
25 C 23.041 -21.574 -5.551  O3 1.410, C32 1.502, H116 1.090, H131 1.090
26 C 7.317 -26.878 -2.849  O2 1.424, H59 1.090, H65 1.090, H88 1.090
27 C 12.701 -21.991 -6.052  O10 1.439, C23 1.501, H121 1.090, H124 1.090
28 C 17.524 -32.989 2.677  O5 1.400, C35 1.533, H89 1.090, H128 1.090
29 C 14.521 -23.336 5.480  O16 1.375, C21 1.568, H90 1.090, H103 1.090
30 C 15.876 -25.144 8.359  O17 1.438, H70 1.090, H71 1.090, H74 1.090
31 C 14.341 -21.010 5.409  O16 1.439, H60 1.090, H129 1.090, H130 1.090
32 C 22.907 -23.035 -5.873  C25 1.502, C51 1.483, H62 1.090, H77 1.090
33 C 18.376 -15.475 -4.738  O4 1.434, C44 1.530, H63 1.090, H114 1.090
34 C 7.698 -27.412 0.594  O12 1.377, H95 1.090, H109 1.090, H127 1.090
35 C 18.311 -32.321 3.810  O18 1.413, C28 1.533, H115 1.090, H122 1.090
36 C 16.186 -22.315 -0.385  O13 1.430, C52 1.529, H56 1.090, H136 1.090
37 C 14.384 -13.900 1.736  O6 1.439, C19 1.509, H87 1.090, H99 1.090
38 C 25.012 -22.348 -6.633  O3 1.412, C51 1.531, H64 1.090, H80 1.090
39 C 10.444 -21.401 -6.538  O10 1.419, C46 1.568, H94 1.090, H126 1.090
40 C 15.755 -15.833 1.498  O6 1.442, H61 1.090, H102 1.090, H132 1.090
41 C 21.861 -21.715 0.384  O8 1.427, H81 1.090, H101 1.090, H106 1.090
42 C 20.410 -31.340 4.390  O18 1.427, H84 1.090, H85 1.090, H134 1.090
43 C 17.367 -21.347 -2.160  O13 1.365, H58 1.090, H78 1.090, H110 1.090
44 C 19.746 -16.038 -5.119  C33 1.530, C53 1.500, H96 1.090, H117 1.090
45 C 19.911 -14.542 -3.192  O4 1.455, C53 1.539, H54 1.090, H98 1.090
46 C 10.483 -22.790 -5.811  C23 1.541, C39 1.568, H111 1.090, H133 1.090
47 C 16.780 -32.917 0.443  O5 1.462, H82 1.090, H100 1.090, H113 1.090
48 C 21.397 -24.005 0.897  O8 1.398, C22 1.585, H83 1.090, H104 1.090
49 C 15.287 -11.070 3.840  O9 1.442, H93 1.090, H97 1.090, H123 1.090
50 C 16.352 -25.955 0.443  O11 1.434, H73 1.090, H108 1.090, H125 1.090
51 C 23.813 -23.213 -7.033  C32 1.483, C38 1.531, H55 1.090, H118 1.090
52 C 16.074 -23.824 -0.606  O11 1.441, C36 1.529, H75 1.090, H79 1.090
53 C 20.517 -15.790 -3.857  C44 1.500, C45 1.539, H69 1.090, H92 1.090
54 H 19.722 -14.751 -2.139  C45 1.090
55 H 24.014 -24.267 -7.220  C51 1.090
56 H 16.950 -21.958 0.305  C36 1.090
57 H 11.796 -23.439 -7.325  C23 1.090
58 H 17.947 -20.635 -1.574  C43 1.090
59 H 7.127 -26.950 -3.920  C26 1.090
60 H 13.699 -21.017 4.529  C31 1.090
61 H 16.158 -16.740 1.947  C40 1.090
62 H 21.880 -23.312 -6.110  C32 1.090
63 H 17.829 -15.253 -5.654  C33 1.090
64 H 25.462 -22.029 -7.573  C38 1.090
65 H 6.458 -27.239 -2.283  C26 1.090
66 H 10.892 -30.258 -2.771  C20 1.090
67 H 22.967 -27.398 -1.680  C24 1.090
68 H 22.009 -27.968 -0.341  C24 1.090
69 H 21.537 -15.519 -4.131  C53 1.090
70 H 16.804 -24.843 8.845  C30 1.090
71 H 15.135 -25.358 9.128  C30 1.090
72 H 13.561 -12.964 3.558  C19 1.090
73 H 16.567 -26.434 1.398  C50 1.090
74 H 15.954 -26.105 7.849  C30 1.090
75 H 15.099 -24.032 -1.047  C52 1.090
76 H 21.287 -27.112 -1.627  C24 1.090
77 H 23.161 -23.662 -5.018  C32 1.090
78 H 18.006 -22.202 -2.384  C43 1.090
79 H 16.769 -24.133 -1.387  C52 1.090
80 H 25.697 -22.849 -5.949  C38 1.090
81 H 21.159 -21.250 1.076  C41 1.090
82 H 17.509 -33.591 -0.007  C47 1.090
83 H 20.595 -23.729 1.582  C48 1.090
84 H 19.946 -30.434 4.782  C42 1.090
85 H 20.616 -32.062 5.179  C42 1.090
86 H 13.465 -12.013 2.087  C19 1.090
87 H 13.427 -14.115 1.261  C37 1.090
88 H 7.342 -25.866 -2.446  C26 1.090
89 H 16.670 -33.529 3.087  C28 1.090
90 H 15.559 -23.153 5.202  C29 1.090
91 H 20.876 -26.146 1.114  C22 1.090
92 H 20.519 -16.659 -3.199  C53 1.090
93 H 15.145 -11.399 4.870  C49 1.090
94 H 10.306 -21.399 -7.619  C39 1.090
95 H 7.903 -27.404 1.665  C34 1.090
96 H 19.740 -17.047 -5.533  C44 1.090
97 H 14.631 -10.277 3.481  C49 1.090
98 H 20.628 -13.727 -3.293  C45 1.090
99 H 14.971 -13.577 0.877  C37 1.090
100 H 16.497 -32.242 -0.365  C47 1.090
101 H 22.013 -21.004 -0.429  C41 1.090
102 H 16.599 -15.311 1.048  C40 1.090
103 H 14.011 -23.601 4.554  C29 1.090
104 H 22.253 -24.106 1.564  C48 1.090
105 H 12.196 -24.143 -5.736  C23 1.090
106 H 22.798 -21.676 0.941  C41 1.090
107 H 9.592 -30.114 -1.544  C20 1.090
108 H 17.181 -26.274 -0.189  C50 1.090
109 H 6.763 -27.972 0.590  C34 1.090
110 H 17.163 -20.843 -3.105  C43 1.090
111 H 9.732 -23.529 -6.091  C46 1.090
112 H 11.212 -30.335 -1.073  C20 1.090
113 H 15.856 -33.401 0.761  C47 1.090
114 H 17.760 -16.170 -4.167  C33 1.090
115 H 18.434 -32.990 4.662  C35 1.090
116 H 22.415 -20.918 -6.156  C25 1.090
117 H 20.140 -15.389 -5.901  C44 1.090
118 H 23.335 -22.672 -7.850  C51 1.090
119 H 13.546 -24.628 7.071  C21 1.090
120 H 20.427 -25.346 -0.409  C22 1.090
121 H 13.535 -22.056 -6.751  C27 1.090
122 H 17.805 -31.467 4.260  C35 1.090
123 H 16.277 -10.615 3.861  C49 1.090
124 H 13.014 -21.913 -5.011  C27 1.090
125 H 15.399 -26.236 -0.005  C50 1.090
126 H 9.658 -20.797 -6.084  C39 1.090
127 H 7.501 -26.389 0.275  C34 1.090
128 H 18.121 -33.873 2.457  C28 1.090
129 H 15.406 -20.964 5.182  C31 1.090
130 H 14.068 -20.124 5.982  C31 1.090
131 H 22.882 -21.336 -4.500  C25 1.090
132 H 15.192 -16.194 0.637  C40 1.090
133 H 10.404 -22.671 -4.731  C46 1.090
134 H 21.432 -31.067 4.130  C42 1.090
135 H 14.695 -25.449 6.050  C21 1.090
136 H 15.300 -22.040 0.188  C36 1.090

Properties
**SMILES string**: COP(=O)(OC)OC.C1CCOC1.C1CCOC1.C1CCOC1.COCCOC.COCCOC.COCCOC.COCCOC.COCCOC
**HOMO-LUMO gap**: 9.72 eV
**E_HOMO**: -9.3 eV


Compare the structures above. Which one is the least stable? <Q> is.